(1)
The following is a quantum chemistry calculation of 2 unconnected molecules or ions with the total composition C4H14NO2 in a non-equilibrium geometry, from the OMol25 dataset.

Last column: natural (NBO) charge in e.
Atoms and positions in Å:
H: 0.26875 -2.13575 -0.07503  0.267
H: -1.23113 -1.51563 -0.60045  0.228
O: 1.69339 -1.63543 1.80903  -0.726
H: -2.78509 2.74828 -2.16250  0.507
H: -1.25653 -1.01003 1.68188  0.242
C: 0.95720 -0.35927 1.75858  -0.059
C: -0.26020 -1.23704 -0.26444  -0.431
H: -0.73508 1.42371 -0.94982  0.482
H: -0.67095 0.45223 0.95716  0.173
H: 1.59346 -0.44853 -0.91764  0.238
H: 0.35033 1.82045 -2.07841  0.453
C: 0.54978 -0.28812 -1.13833  -0.207
O: -2.40028 1.89463 -1.77776  -0.969
H: 1.42802 0.61719 1.15931  0.111
C: -0.38333 -0.53892 1.15998  -0.425
H: 2.12043 -1.65073 2.70055  0.495
H: -3.10488 1.67358 -1.19515  0.490
H: 0.32091 -0.51801 -2.18014  0.231
N: 0.32037 1.30368 -1.13645  -0.740
H: 0.95519 0.14426 2.82535  0.211
H: 0.97841 1.73966 -0.55483  0.430

Cartesian forces (eV/Å) of the 2 atoms listed first:
0.90 -0.80 -0.34
-0.73 0.18 -0.66

Calculated values
Total charge: +1
Lowest unoccupied orbital energy: -3.34 eV
Frontier orbital gap: 10.6 eV

***

(2)
The following is a quantum chemistry calculation of a molecular structure, C31H34IrN6O4S2 in a non-equilibrium geometry, from the OMol25 dataset.

Last column: Löwdin spin population.
Atoms and positions in Å:
C: 0.02104 2.70799 -5.47681  0.000
H: 2.06834 2.70285 2.06285  0.000
C: 0.52397 5.39440 1.61033  0.001
N: -0.17003 2.16126 0.04031  0.597
Ir: 0.00961 0.32264 -0.17673  0.239
C: -4.35057 -0.53550 1.09767  0.000
C: -0.96353 -0.11646 2.71228  0.000
N: 0.04377 0.07530 1.90312  -0.002
H: 1.35363 5.93424 2.05943  0.002
H: -3.55862 3.91057 -0.43262  0.000
H: 3.28335 -0.33338 3.67067  0.000
N: 3.48040 0.03307 2.75065  0.000
C: -2.33961 -0.28386 2.46864  0.000
H: -2.69011 -0.56241 4.56530  0.000
C: 2.08289 3.46430 1.27929  0.004
H: -0.64167 -0.22248 3.74621  0.000
H: -2.34753 4.78873 -3.25710  0.000
C: -0.71767 6.01768 1.51474  -0.013
O: -2.37297 0.23633 0.14407  0.007
C: -1.77694 5.29394 0.97867  0.001
H: -0.05010 -0.25684 -5.09736  0.000
H: 0.69332 2.10885 -6.07767  0.000
H: 0.44708 -4.96976 0.13088  0.000
H: -0.85642 7.04035 1.84820  -0.001
H: -3.39377 4.85959 -6.48287  0.000
H: -2.09607 6.04470 -6.59943  0.000
C: -0.83648 3.27739 -3.30037  0.000
C: 2.34115 0.04350 1.93796  -0.001
C: -1.68965 4.40169 -5.26246  0.000
H: -0.81663 3.11081 -2.22773  0.000
H: -2.76046 5.75449 0.92411  0.002
H: 2.10967 -2.24165 -1.94546  0.000
C: -0.75871 -0.43911 -3.05928  0.000
S: 1.09230 1.35236 -3.30129  0.000
C: -1.62696 4.00095 0.51774  0.021
H: 1.85239 -4.00675 -1.85679  0.000
C: -4.49847 -0.84677 3.47609  0.000
H: -3.14377 -3.15524 -4.39117  0.000
H: 4.26404 -0.40872 2.29470  0.000
C: -5.09714 -0.84463 2.20757  0.000
O: 1.77548 0.62406 -4.35476  0.000
N: -1.65056 -1.03327 -2.26731  0.002
H: 2.33939 2.95735 0.34891  0.002
H: -6.14934 -1.08879 2.10752  0.000
C: -2.46259 -1.95893 -2.72946  0.000
C: -0.33822 3.35468 0.56144  0.087
H: -0.81273 3.79471 -7.12548  0.000
C: -2.96618 -0.18557 1.16855  0.000
C: 0.81539 -2.84710 -0.31864  0.002
C: 0.73780 4.10948 1.15587  0.021
C: -1.59675 -1.73041 -4.91519  0.000
N: 1.22279 -0.02391 2.56274  -0.001
O: 0.11091 -1.69613 -0.17133  0.028
H: -1.57482 -2.00431 -5.96501  0.000
H: -3.12482 6.00014 -5.15908  0.000
C: 0.01089 2.52634 -4.10395  0.000
H: 0.56657 -2.92845 -2.46422  0.000
H: -0.60887 -3.80304 0.97735  0.000
H: 2.85623 4.19547 1.52327  0.000
C: -0.74945 -0.75065 -4.44336  0.000
O: 1.93695 2.11244 -2.42268  0.000
H: 1.68236 -2.88649 0.38428  0.001
H: -3.28648 2.67376 0.80854  0.000
H: -0.87014 -4.13018 -0.73954  0.000
H: -4.81179 -0.51038 0.11740  0.000
H: -2.50460 2.49557 -0.73754  0.004
S: 2.63077 0.14678 0.24301  -0.008
H: -3.13571 -2.39215 -1.99283  0.000
C: -2.47272 -2.37633 -4.05132  0.000
C: -2.81362 3.23689 -0.00091  0.006
H: -5.08923 -1.05296 4.36150  0.000
C: -2.62742 5.38644 -5.90929  0.000
C: -3.15814 -0.56720 3.58537  0.000
C: -1.68186 4.20524 -3.88276  0.000
C: -0.10693 -4.03020 0.03577  0.001
C: 1.37930 -3.02576 -1.74046  0.000
N: 0.08834 0.45294 -2.42603  -0.002
C: -0.82300 3.64383 -6.05090  0.000

Cartesian forces (eV/Å) of the 2 atoms listed first:
0.13 -0.16 0.02
0.10 -0.09 0.00

Calculated values
⟨S²⟩: 0.777
Multiplicity: 2
Total charge: -2
Lowest unoccupied orbital energy (spin up / spin down): 4.31 / 4.31 eV
Frontier orbital gap (spin up / spin down): 4.8 / 4.5 eV

***

(3)
The following is a quantum chemistry calculation of a molecular structure, C3H4LiMgO3 in a non-equilibrium geometry, from the OMol25 dataset.

Last column: natural (NBO) charge in e.
Atoms and positions in Å:
C: -0.73727 0.39939 -1.85669  0.761
H: 0.99190 -0.71026 -0.97731  0.104
H: 0.62280 -1.82468 1.46220  0.270
Mg: -1.70602 -1.32737 0.07939  1.606
C: 0.09152 -0.92483 1.12048  -1.103
O: -1.01373 1.38987 -1.23223  -0.761
H: -0.33987 -0.44641 2.02139  0.254
C: 1.03212 -0.00181 0.39120  0.142
H: 1.61660 0.38081 -0.48783  0.347
O: -1.33665 -0.63550 -1.99317  -0.802
O: 0.96366 1.21329 0.99193  -0.785
Li: -0.18504 2.48751 0.48063  0.966

Cartesian forces (eV/Å) of the 2 atoms listed first:
1.00 0.93 -0.08
-1.10 0.24 -1.33

Calculated values
Total charge: +1
Lowest unoccupied orbital energy (spin up / spin down): -5.87 / -5.82 eV
Frontier orbital gap (spin up / spin down): 6.1 / 5.7 eV

***

(4)
The following is a quantum chemistry calculation of a single ClH2O2P molecule in a non-equilibrium geometry, from the OMol25 dataset.

Last column: natural (NBO) charge in e.
Atoms and positions in Å:
O: -0.02165 1.38828 -0.30506  -0.981
H: 0.74321 1.85579 -0.19464  0.500
H: 0.83236 -2.08706 0.19699  0.489
Cl: -2.11081 -0.11116 -0.06626  -0.299
P: -0.24387 0.12860 0.63887  1.307
O: 0.80077 -1.17444 -0.26991  -1.018

Cartesian forces (eV/Å) of the 2 atoms listed first:
-2.49 -1.45 -1.09
3.36 1.90 0.55

Calculated values
Lowest unoccupied orbital energy: 0.69 eV
Frontier orbital gap: 10.5 eV
Structure (SMILES): OP(O)Cl

***

(5)
The following is a quantum chemistry calculation of a single C6H5NO2 molecule in a non-equilibrium geometry, from the OMol25 dataset.

Last column: natural (NBO) charge in e.
Atoms and positions in Å:
C: -0.98288 0.60146 0.01155  0.008
C: -0.75297 -0.74654 0.06569  0.013
C: 2.97756 -0.57766 0.01834  -0.744
C: -2.39035 0.79647 -0.05329  -0.344
C: -2.91347 -0.46102 -0.02626  0.075
H: 3.09426 -0.99123 -0.98342  0.273
H: 3.89603 -0.05845 0.30201  0.266
H: 2.80540 -1.39867 0.71656  0.289
H: -2.90245 1.73327 -0.10438  0.228
C: 1.86438 0.31493 0.03583  0.497
N: 1.23557 1.33510 0.01364  -0.049
O: -0.07253 1.64790 0.01304  -0.270
H: -3.92744 -0.81151 -0.05305  0.196
O: -1.93111 -1.38406 0.04374  -0.439

Cartesian forces (eV/Å) of the 2 atoms listed first:
-0.31 -2.29 0.05
2.62 2.07 -0.04

Calculated values
Lowest unoccupied orbital energy (spin up / spin down): -0.90 / -1.10 eV
Frontier orbital gap (spin up / spin down): 6.8 / 6.6 eV

***

(6)
The following is a quantum chemistry calculation of a single C3H7NO3 molecule, from the OMol25 dataset.

Last column: natural (NBO) charge in e.
Atoms and positions in Å:
H: -0.10768 0.50720 -1.46461  0.191
C: -0.15652 1.19080 -0.62489  -0.076
H: 0.30591 1.19656 1.49395  0.204
H: -1.19263 1.37531 -0.35975  0.178
H: 0.21853 -1.03865 1.89875  0.409
O: -0.78663 -2.81426 0.85334  -0.652
H: 1.61534 0.67245 0.48680  0.173
N: 0.10335 -0.74894 0.93954  -0.636
O: -0.62703 -1.63290 -1.04942  -0.703
O: 0.43450 2.43097 -1.00344  -0.708
C: -0.45652 -1.80061 0.28132  0.880
H: -1.23205 -2.33963 -1.32680  0.506
C: 0.52348 0.59875 0.60292  -0.226
H: 1.35794 2.40293 -0.72771  0.460

Cartesian forces (eV/Å) of the 2 atoms listed first:
-0.06 -0.11 0.00
0.19 0.12 0.11

Calculated values
Lowest unoccupied orbital energy: 0.64 eV
Frontier orbital gap: 10.7 eV
Structure (SMILES): O=C(O)NCCO